Here is one molecule with the formula C2INO from the OMol25 dataset. Energies are from ωB97M-V with the def2-TZVPD basis set.

Atoms and positions in Å:
C 0.21 0.26 0.95
C -0.32 -0.34 -0.15
O -0.49 -0.81 -3.17
N 0.43 0.78 1.96
I 0.59 -0.12 -1.92

The total charge is 0. The energy relative to the best compared isomer or geometry (same formula, charge and spin) comes out at 518.2 kJ/mol. The HOMO energy (spin up / spin down) comes out at -10.05 / -10.05 eV.

***

Here is C49H45F5N2O2P3S5Sc as an isolated structure from the OMol25 dataset. Energies are from ωB97M-V with the def2-TZVPD basis set.

Atoms and positions in Å:
H 7.55 1.08 2.93
C 4.38 -4.53 1.80
C 2.39 1.73 2.20
S -1.42 2.35 1.19
H 5.88 1.54 3.05
P 4.42 -1.21 0.28
H -2.59 -1.56 1.86
C 0.27 4.52 0.55
C -3.21 0.40 -5.69
H 2.96 -2.48 2.91
H -4.43 -5.78 -3.69
C 0.60 -2.36 -2.63
C 4.90 -3.19 2.22
H 4.34 -1.35 3.14
O 5.22 -2.45 0.99
C 6.23 0.32 1.32
F -2.86 4.55 2.40
H 6.36 -0.18 3.41
C 6.60 1.41 0.33
H 3.42 -3.34 -5.03
C -0.97 -0.16 -1.33
C -1.47 6.31 1.74
H 5.08 -5.07 1.12
C 2.59 -3.02 -4.36
C -3.01 -1.06 3.90
H -4.02 5.28 -2.44
H -1.11 -3.11 -4.40
H -2.75 -2.90 5.11
H 4.19 -2.81 4.15
C -2.54 0.31 -4.48
N 1.28 0.93 2.09
H 6.44 1.06 -0.72
H 3.42 2.86 3.77
C -1.12 2.67 -2.64
C -2.17 -2.87 -2.52
C -4.60 0.31 -5.71
P -2.54 0.59 -1.64
H 6.75 -0.59 1.03
C 6.55 0.68 2.74
C 4.03 -2.42 3.15
C 1.37 -1.33 -3.18
H 2.21 -5.07 -3.89
C -4.24 -0.07 6.22
H -2.51 -5.06 -5.08
N -0.96 -0.54 2.54
C 0.92 -3.71 -2.84
H 7.72 1.61 0.37
Sc 0.14 -0.18 0.63
C -4.61 -0.19 -3.34
F 1.69 6.35 -0.05
C 0.73 0.89 3.42
C -3.75 -4.99 -3.37
C 1.87 -4.04 -3.74
S 2.44 -1.68 0.51
H -4.56 0.34 7.19
H -1.62 -2.45 3.08
C -3.17 -1.87 5.05
H -5.13 -0.54 -2.41
C -4.05 -4.36 -2.17
F -2.33 7.20 2.28
H 5.92 -3.28 2.59
C -2.03 -1.48 2.79
H 4.11 -5.15 2.64
H -4.72 1.68 4.97
H -1.87 5.85 -3.55
H -2.61 0.68 -6.59
H -5.11 0.59 -6.64
F 1.21 3.70 0.04
H -4.24 2.97 -1.29
H -4.87 -4.65 -1.57
H 1.17 -0.30 -2.90
H 2.98 1.94 1.31
H 0.29 -4.40 -2.23
F -0.09 8.12 1.02
C -4.24 0.69 5.04
H -3.62 0.87 3.02
S 5.02 -0.91 -1.54
H -3.78 -2.00 7.05
P -0.89 -1.90 -1.67
C -2.01 4.88 -3.09
H 6.11 2.37 0.51
C -1.93 -3.47 -3.77
C 2.36 -1.69 -4.10
H 2.90 -0.87 -4.54
H 0.06 4.38 -3.25
C -5.29 -0.06 -4.55
C -3.24 0.08 -3.28
C -0.91 3.97 -3.08
C -3.34 3.30 -1.83
H 1.48 1.71 5.32
C -0.34 6.81 1.10
C -0.34 -0.04 3.62
H -6.35 -0.27 -4.63
S -0.54 -2.70 0.22
O 4.85 0.07 1.25
C 0.54 5.89 0.48
C -2.72 -4.56 -4.15
H -0.52 -0.32 4.68
C -0.91 3.96 1.11
C 2.64 2.16 3.51
C -3.34 -3.22 -1.76
S -3.91 0.28 -0.20
C 1.63 1.57 4.28
H -3.65 -2.60 -0.91
C -3.79 -1.36 6.17
H -1.44 0.37 -4.55
C -3.62 0.20 3.90
C -1.73 4.95 1.73
H -0.39 1.89 -2.75
C -2.32 2.34 -2.04
C -3.21 4.54 -2.44
H 3.45 -4.33 1.23

The total charge is -2. The energy relative to the best compared isomer or geometry (same formula, charge and spin) comes out at 261.6 kJ/mol. The HOMO energy comes out at -2.03 eV.

***

Here is one molecule with the formula C15H25N5O3 from the OMol25 dataset. Energies are from ωB97M-V with the def2-TZVPD basis set.

Atoms and positions in Å:
H -2.75 -2.00 -3.13
H -3.41 2.91 2.67
C 2.99 -0.39 3.04
C 2.79 1.10 3.39
H -0.61 -0.82 -2.33
C 1.03 -0.59 -0.13
H -2.92 -0.34 -3.70
C 1.94 -1.26 3.79
O 5.25 -0.26 1.34
H -4.21 -1.08 -2.73
C -0.83 2.24 0.69
H 3.48 3.12 3.00
H -0.72 1.93 -1.36
H 5.57 1.46 -0.65
C -0.24 2.94 1.73
N -1.12 -0.46 -1.54
C -0.38 0.04 -0.39
C -2.47 -0.51 -1.58
H 5.91 -0.05 -1.43
N 1.58 -0.25 1.02
H 3.17 -0.13 -0.99
O 1.61 -1.26 -0.97
H 2.14 -1.17 4.88
H 2.82 -1.85 1.49
H 0.82 3.11 1.87
H 4.00 -0.71 3.40
C 5.13 0.69 -1.26
O -3.18 -0.08 -0.66
H -0.98 -0.24 0.49
H -2.84 1.66 0.41
H 0.98 0.24 1.68
C 2.87 -0.76 1.56
N -2.18 2.16 0.99
C 3.76 2.11 2.76
H 1.76 1.42 3.18
H 0.81 1.81 -0.59
H 3.68 1.96 1.71
N 4.04 0.06 -0.51
H 0.92 -0.97 3.58
C 4.16 -0.32 0.78
N -1.26 3.27 2.66
H 4.79 1.95 3.08
H 2.09 -2.32 3.58
C -3.12 -1.01 -2.88
C -2.43 2.79 2.17
H 2.85 1.16 4.48
H 4.81 1.08 -2.27
C -0.23 1.57 -0.48

The total charge is 0. The energy relative to the best compared isomer or geometry (same formula, charge and spin) comes out at 19.2 kJ/mol. The HOMO energy comes out at -8.76 eV. As for the SMILES: CC[C@@H](C)[C@@H](NC(=O)[C@@H](Cc1cnc[nH]1)NC(C)=O)C(=O)NC.

***

Here is a 2-piece molecular cluster, H4O2 overall from the OMol25 dataset. Energies are from ωB97M-V with the def2-TZVPD basis set.

Atoms and positions in Å:
O 0.19 -0.39 1.72
H 0.10 -0.36 0.76
H -1.02 0.14 -1.25
H 0.50 0.48 1.96
O -0.09 -0.11 -1.20
H 0.31 0.25 -1.99

The total charge is 0. The energy relative to the best compared isomer or geometry (same formula, charge and spin) comes out at 3.5 kJ/mol. The HOMO energy comes out at -10.94 eV. As for the SMILES: O.O.

***

no.,E (eV)
1,-13705.109
2,-174955.611
3,-29555.384
4,-4159.902